Record 1
# C12H34NO8S3

5 unconnected molecules or ions with the total composition C12H34NO8S3 in a non-equilibrium geometry (ωB97M-V/def2-TZVPD, OMol25).

XYZ file:
```
58
Properties=species:S:1:pos:R:3
C 0.819 0.507 4.919
C 0.184 0.914 3.427
C 1.478 1.339 2.481
C 2.083 -0.021 1.775
S 1.072 2.628 1.183
O 1.899 2.294 -0.081
O -0.438 2.419 0.773
N 1.193 4.279 1.736
S 2.835 4.873 1.712
O 3.533 4.827 0.332
O 2.747 6.401 2.100
S 4.097 4.001 3.191
H 1.550 1.358 5.327
H 1.514 -0.456 4.805
H -0.018 0.297 5.710
H -0.638 1.756 3.503
H -0.289 -0.083 2.984
H 2.305 1.727 3.221
H 1.317 -0.389 0.967
H 2.257 -0.804 2.641
H 3.141 0.286 1.315
H 5.032 3.130 2.603
C -3.083 0.668 -1.434
C -3.339 -0.246 -0.254
O -2.200 -0.274 0.594
H -2.211 0.327 -2.003
H -3.950 0.698 -2.100
H -2.864 1.686 -1.095
H -3.536 -1.266 -0.596
H -4.201 0.096 0.327
H -2.039 0.635 0.899
C 2.305 -0.523 -3.549
C 1.961 -0.347 -2.085
O 2.198 -1.557 -1.381
H 1.707 -1.327 -3.991
H 2.123 0.400 -4.107
H 3.356 -0.806 -3.669
H 0.905 -0.085 -1.969
H 2.564 0.446 -1.633
H 3.140 -1.776 -1.484
C -7.744 -0.176 2.822
C -6.712 0.420 1.887
O -5.406 0.187 2.394
H -7.655 0.262 3.822
H -8.756 -0.001 2.448
H -7.590 -1.254 2.932
H -6.855 1.501 1.797
H -6.785 -0.022 0.889
H -5.285 -0.776 2.462
C 2.914 -4.237 -5.998
C 4.267 -4.354 -5.328
O 4.268 -3.629 -4.107
H 2.672 -3.187 -6.196
H 2.898 -4.787 -6.943
H 2.124 -4.628 -5.349
H 5.050 -3.942 -5.971
H 4.510 -5.400 -5.115
H 3.575 -4.008 -3.540
```

Calculated values
largest force on an atom	7.6	eV Å⁻¹
frontier orbital gap	0.314	Ha
LUMO level	2.400	eV
net charge	-1
M	416.60	g mol⁻¹

Atomic partial charges in e from the Mulliken method, atoms 1 to 5:
1. C -0.950
2. C -0.261
3. C 0.260
4. C -0.954
5. S 0.992

Record 2
# C45H50CaFN17O3Se

A molecular structure, C45H50CaFN17O3Se (ωB97M-V/def2-TZVPD, OMol25).

XYZ file:
```
118
Properties=species:S:1:pos:R:3
Ca -0.950 -1.605 0.068
C -3.511 -4.451 4.475
C -3.415 -5.494 3.561
C -2.570 -5.392 2.471
C -1.824 -4.231 2.304
C -1.912 -3.186 3.217
C -2.755 -3.300 4.308
N -1.009 -3.998 1.170
N -0.607 -4.997 0.558
C 0.160 -4.699 -0.605
C 1.111 -5.640 -0.970
C 1.883 -5.366 -2.086
C 1.668 -4.188 -2.785
C 0.684 -3.319 -2.343
N -0.064 -3.573 -1.269
H -4.197 -4.528 5.308
H -4.027 -6.378 3.686
H -2.511 -6.176 1.729
H -1.337 -2.284 3.048
H -2.855 -2.477 5.002
H 1.223 -6.541 -0.384
H 2.647 -6.061 -2.408
H 2.252 -3.936 -3.659
H 0.492 -2.378 -2.847
N -2.687 0.853 2.613
C -1.406 1.062 2.181
N -0.809 2.263 2.104
N 0.401 2.011 1.621
N 0.499 0.736 1.450
N -0.600 0.079 1.803
C -3.453 -0.247 2.203
N -4.641 -0.486 2.727
N -5.061 -1.594 2.089
N -4.175 -1.978 1.229
N -3.119 -1.134 1.266
H -3.206 1.667 2.894
F 4.382 -1.014 4.450
C 4.198 -0.238 3.332
C 3.173 -0.562 2.476
C 2.915 0.227 1.376
C 1.669 -0.084 0.562
O 1.308 -1.336 0.560
C 1.719 0.627 -0.761
C 2.609 1.592 -0.990
N 3.523 2.061 -0.050
C 4.334 3.196 -0.361
C 4.191 4.418 0.507
C 3.642 4.413 -0.889
C 3.749 1.317 1.090
C 4.806 1.603 1.955
C 5.021 0.856 3.110
N 6.046 1.305 4.003
C 5.845 2.607 4.594
C 5.100 2.514 5.918
N 5.927 1.652 6.840
C 6.149 0.270 6.270
C 6.758 0.401 4.874
C 0.711 0.303 -1.842
O 1.059 0.363 -3.023
O -0.464 0.030 -1.410
H 2.530 -1.414 2.664
H 2.643 2.080 -1.954
H 5.324 2.978 -0.753
H 5.078 5.002 0.712
H 3.471 4.347 1.311
H 4.151 4.988 -1.649
H 2.568 4.351 -0.994
H 5.482 2.418 1.736
H 5.279 3.241 3.915
H 6.816 3.095 4.762
H 4.138 2.017 5.793
H 4.961 3.480 6.401
H 5.484 1.581 7.755
H 6.832 2.107 6.982
H 5.174 -0.205 6.237
H 6.806 -0.265 6.954
H 6.814 -0.588 4.427
H 7.789 0.766 4.982
C -6.837 -1.098 -1.678
C -6.394 0.209 -2.325
C -5.637 1.121 -1.359
C -4.228 0.625 -1.063
N -3.342 0.758 -2.210
C -2.812 -0.256 -2.940
Se -3.119 -2.054 -2.680
N -1.983 0.298 -3.857
C -1.222 -0.454 -4.843
C -2.066 -0.847 -6.051
C -2.625 0.332 -6.842
C -1.565 1.106 -7.618
C -1.877 1.660 -3.626
C -1.087 2.644 -4.197
C -1.215 3.931 -3.699
C -2.097 4.225 -2.657
C -2.880 3.237 -2.079
C -2.754 1.953 -2.587
H -7.365 -1.728 -2.396
H -7.506 -0.909 -0.834
H -5.988 -1.671 -1.302
H -7.264 0.746 -2.713
H -5.755 -0.007 -3.188
H -6.175 1.171 -0.406
H -5.594 2.141 -1.752
H -4.242 -0.427 -0.789
H -3.771 1.176 -0.236
H -0.846 -1.345 -4.346
H -0.364 0.157 -5.114
H -2.879 -1.481 -5.694
H -1.445 -1.467 -6.706
H -3.158 1.006 -6.163
H -3.377 -0.042 -7.541
H -0.847 1.592 -6.955
H -2.015 1.886 -8.235
H -1.005 0.439 -8.279
H -0.372 2.416 -4.975
H -0.608 4.723 -4.120
H -2.164 5.240 -2.287
H -3.549 3.455 -1.258
```

Calculated values
largest force on an atom	0.6	eV Å⁻¹
frontier orbital gap	0.178	Ha
LUMO level	-1.591	eV
net charge	0
M	1015.05	g mol⁻¹

Atomic partial charges in e from the Mulliken method, atoms 1 to 5:
1. Ca 2.292
2. C -0.469
3. C -0.596
4. C -0.272
5. C 0.030

Record 3
# C16H21N3O3S

A single C16H21N3O3S molecule in a non-equilibrium geometry (ωB97M-V/def2-TZVPD, OMol25).

XYZ file:
```
44
Properties=species:S:1:pos:R:3
C -3.563 0.851 0.272
C -2.229 1.426 0.615
C -3.656 -0.607 1.035
C -2.395 -1.534 1.206
C -3.153 -2.844 -1.288
C 0.154 1.618 -0.053
C 0.279 3.108 -0.085
C 0.968 0.947 -1.136
C 2.337 0.897 -0.678
C 3.328 1.924 -0.602
C 2.903 -0.258 0.043
C 4.286 0.060 0.079
C 2.362 -1.519 0.232
C 5.122 -1.156 0.378
C 3.136 -2.557 0.632
C 4.480 -2.311 0.760
H -2.870 0.070 -1.462
H -4.027 1.252 -1.766
H -4.250 1.580 0.828
H -3.820 -0.260 2.117
H -4.661 -1.045 0.697
H -1.586 -0.932 1.733
H -2.620 -2.511 1.647
H -3.559 -3.731 -0.599
H -4.036 -2.097 -1.339
H -2.801 -3.289 -2.218
H -1.497 0.907 -1.168
H 0.435 1.236 0.918
H 0.747 -0.149 -1.301
H 0.811 1.379 -2.057
H 3.059 2.868 -1.095
H 5.495 1.830 -0.296
H 1.306 -1.681 0.023
H 6.214 -1.045 0.667
H 2.682 -3.451 0.943
H 5.185 -3.065 1.115
H -0.805 3.203 1.594
N -3.801 0.558 -1.124
N -1.261 1.282 -0.240
N 4.493 1.394 -0.197
O -2.273 2.359 1.686
O 0.711 3.716 -1.114
O -0.040 3.681 1.034
S -1.593 -2.100 -0.434
```

Calculated values
largest force on an atom	7.1	eV Å⁻¹
frontier orbital gap	0.301	Ha
LUMO level	0.374	eV
net charge	0
structure (SMILES)	CSCC[C@H](N)C(=O)N[C@@H](Cc1c[nH]c2ccccc12)C(=O)O
M	335.43	g mol⁻¹

Atomic partial charges in e from the Mulliken method, atoms 1 to 5:
1. C 0.224
2. C 0.363
3. C -0.725
4. C -0.732
5. C -0.862

Record 4
# C3H5F2NS

2 unconnected molecules or ions with the total composition C3H5F2NS in a non-equilibrium geometry (ωB97M-V/def2-TZVPD, OMol25).

XYZ file:
```
12
Properties=species:S:1:pos:R:3
C 0.910 -1.041 -1.048
C -0.727 0.685 -0.393
C 1.908 -1.176 1.747
N 0.042 -0.116 -1.255
F 2.117 0.168 1.715
F 0.874 -1.400 2.644
S 1.912 -1.867 -1.962
H -0.788 0.276 0.555
H -0.276 1.761 -0.317
H -1.720 0.720 -0.710
H 2.785 -1.824 1.991
H 0.024 0.171 -2.178
```

Calculated values
largest force on an atom	3.2	eV Å⁻¹
frontier orbital gap (spin up / spin down)	0.312 / 0.288	Ha
LUMO level (spin up / spin down)	-0.437 / 0.219	eV
net charge	0
M	125.14	g mol⁻¹

Atomic partial charges in e from the Mulliken method, atoms 1 to 5:
1. C 0.155
2. C -0.807
3. C 0.117
4. N -0.137
5. F -0.162

Record 5
# C37H35N5O12

5 unconnected molecules or ions with the total composition C37H35N5O12 in a non-equilibrium geometry (ωB97M-V/def2-TZVPD, OMol25).

XYZ file:
```
89
Properties=species:S:1:pos:R:3
C 4.179 -0.488 -3.826
C 2.997 -0.256 -2.814
O 2.691 -1.481 -2.104
C 1.667 0.247 -3.500
C 0.417 0.123 -2.563
C 0.238 0.961 -1.376
C 1.244 2.097 -0.945
C 0.600 3.454 -1.493
O 0.797 3.457 -2.929
C -0.946 0.820 -0.500
C -1.960 -0.183 -0.777
C -1.808 -1.019 -1.950
C -0.648 -0.847 -2.828
C -0.794 -1.847 -4.005
O -0.145 -2.030 -4.995
N -2.000 -2.549 -3.672
C -2.704 -2.165 -2.509
O -3.711 -2.638 -2.052
H 4.744 0.487 -3.907
H 3.859 -0.850 -4.833
H 4.902 -1.190 -3.335
H 3.381 0.448 -2.023
H 3.037 -2.215 -2.644
H 1.473 -0.464 -4.350
H 1.776 1.263 -3.955
H 1.248 2.059 0.191
H 2.251 1.972 -1.402
H -0.507 3.356 -1.331
H 1.036 4.362 -1.016
H 0.096 2.883 -3.281
H -1.059 1.479 0.398
H -2.835 -0.306 -0.105
H -2.512 -2.978 -4.441
C -5.910 -3.942 -4.060
C -6.889 -4.408 -4.930
C -7.850 -5.302 -4.480
C -7.823 -5.718 -3.156
C -6.845 -5.263 -2.282
C -5.884 -4.371 -2.740
N -8.853 -6.643 -2.670
O -9.685 -7.036 -3.468
O -8.820 -6.962 -1.495
H -5.163 -3.239 -4.414
H -6.904 -4.072 -5.960
H -8.609 -5.659 -5.165
H -6.819 -5.589 -1.250
H -5.117 -4.006 -2.068
C 0.978 7.651 3.138
C 0.214 7.103 4.161
C 0.038 5.729 4.236
C 0.634 4.915 3.284
C 1.393 5.453 2.253
C 1.563 6.828 2.182
N 0.469 3.461 3.375
O -0.219 3.022 4.280
O 1.032 2.771 2.542
H 1.119 8.725 3.084
H -0.242 7.747 4.903
H -0.559 5.314 5.037
H 1.855 4.819 1.507
H 2.156 7.259 1.384
C -2.850 2.182 9.342
C -2.890 2.597 8.017
C -2.402 3.847 7.665
C -1.873 4.671 8.650
C -1.836 4.268 9.978
C -2.328 3.018 10.322
N -1.333 5.983 8.279
O -1.399 6.313 7.106
O -0.847 6.666 9.160
H -3.227 1.202 9.613
H -3.299 1.943 7.256
H -2.437 4.161 6.630
H -1.428 4.911 10.748
H -2.302 2.691 11.355
C 8.792 -5.782 -2.448
C 8.741 -4.895 -3.516
C 7.546 -4.273 -3.847
C 6.410 -4.544 -3.098
C 6.448 -5.435 -2.034
C 7.646 -6.055 -1.711
N 5.151 -3.870 -3.428
O 5.145 -3.108 -4.377
O 4.178 -4.106 -2.729
H 9.728 -6.263 -2.189
H 9.636 -4.686 -4.090
H 7.517 -3.583 -4.681
H 5.561 -5.651 -1.451
H 7.689 -6.750 -0.881
```

Calculated values
largest force on an atom	2.8	eV Å⁻¹
frontier orbital gap	0.307	Ha
LUMO level	-0.817	eV
net charge	0
structure (SMILES)	C[C@H](O)Cc1c(CCO)ccc2c1C(=O)NC2=O.O=[N+]([O-])c1ccccc1.O=[N+]([O-])c1ccccc1.O=[N+]([O-])c1ccccc1.O=[N+]([O-])c1ccccc1
M	741.71	g mol⁻¹

Atomic partial charges in e from the Mulliken method, atoms 1 to 5:
1. C -1.466
2. C 0.831
3. O -0.526
4. C -1.253
5. C 0.562

Record 6
# C6H11O

A gas-phase ion, C6H11O (charge -1) in a non-equilibrium geometry (ωB97M-V/def2-TZVPD, OMol25).

XYZ file:
```
18
Properties=species:S:1:pos:R:3
C 1.163 -1.849 0.444
O -0.087 -2.349 0.067
C 1.349 -0.317 0.812
C 0.746 0.581 -0.359
C -0.740 0.687 -0.568
C -1.344 0.632 -1.850
C -1.631 1.029 0.667
H 1.419 -2.413 1.454
H 1.991 -2.232 -0.239
H 0.665 0.006 1.686
H 2.449 0.000 0.916
H 1.165 1.621 -0.003
H 1.396 0.177 -1.205
H -2.458 0.773 -1.782
H -0.709 0.490 -2.669
H -0.994 1.671 1.438
H -2.456 1.570 0.236
H -1.924 -0.078 0.955
```

Calculated values
largest force on an atom	5.9	eV Å⁻¹
frontier orbital gap	0.224	Ha
LUMO level	3.993	eV
net charge	-1
structure (SMILES)	C=C(C)CCC[O-]
M	99.15	g mol⁻¹

Atomic partial charges in e from the Mulliken method, atoms 1 to 5:
1. C -0.552
2. O -0.848
3. C -0.463
4. C -0.769
5. C 1.090

Record 7
# C11H22N7O2

A gas-phase ion, C11H22N7O2 (charge +1) in a non-equilibrium geometry (ωB97M-V/def2-TZVPD, OMol25).

XYZ file:
```
42
Properties=species:S:1:pos:R:3
C -2.660 2.693 3.189
C -3.392 1.620 2.443
O -4.169 1.805 1.561
O -3.073 0.332 2.852
C -2.417 -0.441 1.847
C -1.448 -1.377 2.545
C -0.306 -0.660 3.241
N 0.534 0.094 2.299
N 1.116 1.224 2.540
N 1.790 1.588 1.468
C 1.623 0.650 0.538
C 2.136 0.572 -0.837
C 2.853 -0.756 -1.117
C 3.117 -0.933 -2.613
C 1.893 -1.539 -3.321
N 0.955 -0.590 -3.930
C -0.250 -0.337 -3.275
N -0.518 -0.820 -2.115
N -1.127 0.456 -4.067
N 0.829 -0.298 1.061
H -2.117 2.299 4.041
H -3.370 3.458 3.496
H -1.963 3.163 2.492
H -3.149 -1.017 1.278
H -1.895 0.229 1.155
H -1.978 -1.937 3.317
H -1.088 -2.125 1.832
H -0.677 0.059 3.967
H 0.343 -1.370 3.755
H 2.836 1.390 -1.007
H 1.287 0.705 -1.508
H 3.773 -0.772 -0.529
H 2.252 -1.613 -0.805
H 3.410 0.015 -3.070
H 3.952 -1.623 -2.743
H 2.244 -2.197 -4.117
H 1.340 -2.158 -2.622
H 1.408 0.272 -4.210
H -1.473 -0.583 -1.861
H -1.007 1.447 -3.895
H -2.089 0.205 -3.877
H 0.475 -1.129 0.601
```

Calculated values
largest force on an atom	1.4	eV Å⁻¹
frontier orbital gap	0.306	Ha
LUMO level	-4.019	eV
net charge	+1
structure (SMILES)	[H]/N=C(\N)NCCCCc1nnn(CCCOC(C)=O)[nH+]1
M	284.34	g mol⁻¹

Atomic partial charges in e from the Mulliken method, atoms 1 to 5:
1. C -0.895
2. C 0.681
3. O -0.489
4. O -0.356
5. C -0.272

Record 8
# C20H24FN3O

A single C20H24FN3O molecule (ωB97M-V/def2-TZVPD, OMol25).

XYZ file:
```
49
Properties=species:S:1:pos:R:3
C -1.105 -2.981 -3.040
H -2.078 -3.315 -3.392
H -0.460 -2.843 -3.904
H -0.681 -3.759 -2.410
C -1.265 -1.671 -2.260
N -0.048 -1.071 -1.744
C 0.647 -1.919 -0.795
H 1.274 -2.685 -1.281
C 1.552 -1.113 0.157
N 1.018 0.190 0.494
C 1.641 1.287 -0.032
O 2.714 1.199 -0.606
C 0.967 2.580 0.187
C 1.442 3.726 -0.439
C 0.853 4.952 -0.195
C -0.208 5.037 0.696
C -0.693 3.908 1.325
C -0.117 2.666 1.067
N -0.529 1.520 1.704
H -1.390 1.583 2.227
C -0.324 0.244 1.048
C -0.523 -0.831 2.095
C 0.330 -0.873 3.193
C 0.162 -1.827 4.178
C -0.878 -2.733 4.053
C -1.748 -2.704 2.980
C -1.563 -1.743 2.001
H -2.239 -1.702 1.159
H -2.552 -3.421 2.920
F -1.050 -3.667 5.009
H 0.817 -1.877 5.033
H 1.128 -0.150 3.265
H -1.053 0.095 0.223
H -1.519 3.976 2.018
H -0.665 5.995 0.898
H 1.221 5.839 -0.686
H 2.281 3.626 -1.111
H 2.522 -0.917 -0.305
H 1.715 -1.699 1.067
H -0.113 -2.437 -0.203
C 0.816 -0.493 -2.765
C 0.249 0.816 -3.306
H 0.992 1.299 -3.934
H 0.009 1.483 -2.481
H -0.648 0.657 -3.899
H 0.999 -1.191 -3.597
H 1.777 -0.273 -2.303
H -1.750 -0.931 -2.899
H -1.927 -1.853 -1.406
```

Calculated values
largest force on an atom	0.5	eV Å⁻¹
frontier orbital gap	0.321	Ha
LUMO level	0.672	eV
net charge	0
structure (SMILES)	CCN(CC)CCN1C(=O)c2ccccc2N[C@@H]1c1ccc(F)cc1
M	341.43	g mol⁻¹

Atomic partial charges in e from the Mulliken method, atoms 1 to 5:
1. C -1.274
2. H 0.455
3. H 0.275
4. H 0.288
5. C -0.689